1.
Molecular formula: C3H6CdO3
Method: DFT, ωB97M-V/def2-TZVPD

The geometry in ORCA input format:
```
! wB97M-V def2-TZVPD RIJCOSX def2/J DEFGRID3
* xyz 2 1
H -1.1478 -1.0487 -0.9417
O 0.2372 1.2225 -2.3074
C -0.3592 0.6148 -1.4239
O -0.8298 -0.5765 -1.8011
Cd -0.3042 -0.1690 -3.7944
O -0.4617 0.7424 -0.1470
C 0.6438 0.3310 0.7280
C 0.0403 -0.3808 1.9068
H 1.1786 1.2439 1.0109
H 1.2942 -0.3183 0.1313
H -0.9320 0.0522 2.1732
H 0.7206 -0.2608 2.7598
H -0.0801 -1.4526 1.7055
*
```

- molecular weight (u) = 202.5
- strongest force on any atom (Eh/bohr) = 0.07109
- energy (eV) = -13893.526
- HOMO (Eh) = -0.7193

---

2.
Molecular formula: C3H6Cl2INiO4P
Method: DFT, ωB97M-V/def2-TZVPD

The geometry in ORCA input format:
```
! wB97M-V def2-TZVPD RIJCOSX def2/J DEFGRID3
* xyz 2 3
C -1.2978 1.9922 -0.7378
C -1.3951 0.5100 -1.1069
Cl -0.9306 0.2305 -2.8111
C -0.5658 -0.4404 -0.2396
Cl -1.6482 -1.5521 0.6777
O 0.3255 0.2243 0.6407
P 1.4875 -0.7079 1.1862
O 1.6076 -1.9730 0.4202
O 2.7978 0.1339 1.1723
O 1.2034 -0.8905 2.7657
I 0.3212 -2.5657 3.2151
H -1.4739 2.5550 -1.6517
H -0.3214 2.2973 -0.3757
H -2.0856 2.2944 -0.0534
H -2.4384 0.2305 -1.0017
H -0.0012 -1.1077 -0.9028
H 2.9203 0.5916 0.3279
Ni 1.4945 -1.8226 -1.5252
*
```

- molecular weight (u) = 393.6
- ⟨S²⟩ = 2.006
- strongest force on any atom (Eh/bohr) = 0.03694
- energy (eV) = -94856.360
- HOMO (alpha / beta) (Eh) = -0.6511 / -0.6342

---

3.
Molecular formula: C3H6Cl2OSi
Method: DFT, ωB97M-V/def2-TZVPD

The geometry in ORCA input format:
```
! wB97M-V def2-TZVPD RIJCOSX def2/J DEFGRID3
* xyz 0 1
C 1.1563 2.0481 -1.4429
C 1.6477 1.6352 -0.2942
C -1.6281 -2.2746 1.0088
O 0.4492 -0.8670 0.4512
Si 1.8681 -0.2192 0.2371
Cl 3.0347 -0.2305 1.8611
Cl 2.9817 -0.9078 -1.3509
H 1.0296 3.0878 -1.5092
H 0.6929 1.3849 -2.1445
H 1.8676 2.0382 0.6989
H -1.4674 -2.4905 -0.0401
H -1.4576 -2.9649 1.8587
H -1.8635 -1.3111 1.2943
*
```

- molecular weight (u) = 157.1
- strongest force on any atom (Eh/bohr) = 0.07013
- energy (eV) = -38176.734
- HOMO (alpha / beta) (Eh) = -0.3677 / -0.3276

---

4.
Molecular formula: C3H6Cl2OSi
Method: DFT, ωB97M-V/def2-TZVPD

The geometry in ORCA input format:
```
! wB97M-V def2-TZVPD RIJCOSX def2/J DEFGRID3
* xyz 0 1
C 1.4676 -1.5224 1.0521
C 1.1432 -0.3023 0.7030
C -1.2172 1.6290 -0.2082
O -0.8494 -1.1385 -1.3573
Si 0.0900 0.2267 -0.7284
Cl -2.3567 -1.4738 -0.7959
Cl 1.2299 0.5901 -2.3412
H 2.0732 -1.5988 1.9517
H 1.2573 -2.3974 0.5759
H 1.4631 0.4160 1.4997
H -1.0891 1.9065 0.7468
H -1.0979 2.6236 -0.7235
H -2.1140 1.0414 -0.3746
*
```

- SMILES string = C=C[Si@@](C)(Cl)OCl
- molecular weight (u) = 157.1
- strongest force on any atom (Eh/bohr) = 0.09071
- energy (eV) = -38178.201
- HOMO (Eh) = -0.3730